[1]
A molecular structure, C20H23N5O2SSe2Te2V, computed with the ωB97M-V functional and the def2-TZVPD basis.

```
! wB97M-V def2-TZVPD RIJCOSX def2/J DEFGRID3
* xyz -1 3
C 0.658 3.183 0.551
H -1.925 -2.227 1.619
H 0.725 -4.674 -2.437
C -0.937 4.514 -0.240
H -2.518 3.050 0.227
H -1.017 -3.666 2.106
C 4.385 2.905 0.825
Te 0.503 -0.112 5.487
H 5.268 3.405 0.449
H -2.560 -1.248 -4.289
C -1.857 -0.019 -2.676
C -3.870 -1.023 -1.178
S -3.170 0.489 0.976
V -0.844 0.819 1.825
N -0.497 2.544 0.697
N -0.636 -2.975 0.148
C 1.968 2.706 0.930
C 3.130 3.335 0.461
H 2.245 -3.082 -1.338
C -3.737 -1.453 -2.480
N 0.423 4.383 -0.032
O 1.058 0.928 2.237
H 1.648 -0.155 -2.325
C -2.704 -0.943 -3.260
N 0.788 -1.582 -1.085
H -4.428 -2.182 -2.887
H 2.290 -0.137 -0.666
C -2.968 -0.067 -0.661
C -1.532 -3.179 1.274
H -4.656 -1.397 -0.536
Te -0.215 3.112 4.843
C 0.298 -3.798 -1.948
H 3.048 4.175 -0.222
C -1.491 3.367 0.203
C -0.209 -4.161 -0.566
Se -2.085 2.198 3.562
H -1.067 -4.832 -0.641
Se -1.357 -0.568 3.979
H 0.669 0.498 -1.003
C 1.337 -2.701 -1.824
C 4.496 1.810 1.691
C 1.390 -0.271 -1.272
C 2.071 1.580 1.787
H 5.477 1.466 1.999
H -1.368 5.399 -0.673
N -1.970 0.418 -1.422
C -0.079 -1.754 -0.056
H 3.442 0.328 2.841
H 0.567 -4.691 0.001
H -0.536 -3.433 -2.551
O -0.370 -0.800 0.671
H -2.363 -3.808 0.948
C 3.378 1.167 2.159
H 1.113 5.098 -0.162
H -1.035 0.402 -3.248
H 1.628 -2.339 -2.812
*
```

frontier orbital gap (spin up / spin down)	0.199 / 0.197	Ha
HOMO level (spin up / spin down)	-0.114 / -0.113	hartree
energy relative to the best compared isomer or geometry (same formula, charge and spin)	1.415	eV
strongest force on any atom	0.01042	Eh/bohr
<S²>	2.03
total energy	-214467.4755	eV

***

[2]
A single C20H23NO3 molecule, computed with the ωB97M-V functional and the def2-TZVPD basis.

```
! wB97M-V def2-TZVPD RIJCOSX def2/J DEFGRID3
* xyz 0 1
C 2.399 -0.039 0.350
H -0.148 1.767 0.972
H 2.315 1.049 0.391
C 1.101 -0.615 4.775
C 3.101 -1.731 -1.358
C 2.656 -1.424 -3.695
C -0.595 1.034 0.315
H -5.349 2.946 -0.571
C -1.681 1.458 -0.439
H 0.815 0.631 2.621
C 1.264 -1.216 3.385
C 1.380 -1.644 5.862
O -3.336 0.837 -2.161
H 1.786 0.232 4.871
H 1.240 -1.758 0.961
C 1.139 -0.668 0.989
H 2.397 -2.017 5.770
H 1.674 0.404 -4.219
C 3.169 -2.190 -2.661
H -2.235 -1.393 -2.136
O 1.558 -2.372 3.176
C -3.330 3.065 0.180
H -4.880 1.971 -2.686
H 1.252 -1.205 6.848
H 3.270 -0.349 0.931
H 0.704 -2.488 5.758
C -1.767 -0.722 -1.434
H 2.706 -1.783 -4.712
H 1.555 1.217 -1.904
H -0.310 -2.132 -0.780
C -0.085 -0.250 0.215
H -3.386 2.815 1.250
H -3.382 2.893 -2.401
O -2.038 2.793 -0.316
C -4.011 2.073 -2.032
C 2.012 0.261 -2.114
C -2.282 0.570 -1.339
H 3.621 -3.148 -2.871
H -3.433 4.148 0.070
C 2.078 -0.197 -3.418
N 1.045 -0.322 2.391
H 0.080 -0.235 4.867
H -4.668 1.379 -0.122
C 2.525 -0.499 -1.072
C -4.444 2.340 -0.591
C -0.690 -1.127 -0.675
H 3.498 -2.332 -0.553
*
```

SMILES string	CCC(=O)N[C@H](Cc1ccccc1)c1ccc2c(c1)OCCCO2
frontier orbital gap	0.330	Ha
HOMO level	-0.306	hartree
energy relative to the best compared isomer or geometry (same formula, charge and spin)	0.920	eV
strongest force on any atom	0.01295	Eh/bohr
total energy	-28746.1625	eV

***

[3]
A single C20H23NO5 molecule at a distorted geometry, computed with the ωB97M-V functional and the def2-TZVPD basis.

```
! wB97M-V def2-TZVPD RIJCOSX def2/J DEFGRID3
* xyz 0 1
O 3.219 2.041 1.928
H 2.279 -5.443 -0.447
H 2.317 0.667 0.780
C 1.049 -3.144 -0.167
O 0.547 -4.329 0.248
H -1.411 1.601 -3.250
C -0.404 1.505 0.506
C -0.529 -2.124 -1.794
O -0.627 -3.250 -2.596
H -3.216 1.570 0.124
O 2.140 1.477 3.891
C 0.052 -3.117 -3.846
H -0.588 1.263 3.845
C 1.363 0.754 2.887
C -2.361 1.650 1.963
C 2.899 2.480 3.283
H -1.694 -0.893 -3.152
C 1.212 -5.392 -0.493
H -0.231 3.133 -1.689
C 0.150 -0.943 0.208
C -2.655 2.354 0.644
H -0.717 -3.124 -4.667
C 1.983 1.349 1.553
H 0.685 -3.979 -4.182
H 1.390 -0.328 2.863
C -1.691 1.485 -2.161
H 3.867 2.587 3.787
C 0.166 -2.111 -0.570
O 2.201 -2.857 -0.257
H -1.847 3.777 -1.829
C 0.979 2.137 0.641
H -3.096 0.737 1.957
C -1.295 2.850 -1.451
H 0.727 -6.312 -0.095
H -2.625 2.319 2.813
H 0.903 -5.261 -1.532
H 0.693 -2.226 -3.941
H -2.777 1.409 -2.190
C -0.923 1.284 1.852
H 2.292 3.403 3.275
C -0.453 0.235 -0.277
H 0.572 -0.988 1.156
H -3.239 3.331 0.723
N -1.350 2.555 0.024
C -0.060 1.095 2.911
C -1.040 0.283 -1.551
C -1.133 -0.935 -2.259
H 1.270 2.224 -0.387
H 1.006 3.204 0.923
*
```

SMILES string	COC(=O)c1cc2c(cc1OC)CCN1CCC3=C[C@@H]4OCO[C@@H]4C[C@]321
frontier orbital gap	0.334	Ha
HOMO level	-0.309	hartree
energy relative to the best compared isomer or geometry (same formula, charge and spin)	5.506	eV
strongest force on any atom	0.08201	Eh/bohr
total energy	-32836.7365	eV

***

[4]
A single C20H24 molecule at a distorted geometry, computed with the ωB97M-V functional and the def2-TZVPD basis.

```
! wB97M-V def2-TZVPD RIJCOSX def2/J DEFGRID3
* xyz 0 1
C 0.521 1.675 4.246
H -3.849 -0.488 0.568
C 0.809 2.505 -0.658
H 1.117 -0.486 1.953
C -0.401 2.524 3.592
C -0.513 1.713 -0.883
H 1.871 -0.095 4.071
H -3.275 0.161 -1.972
H 1.884 1.317 -2.190
H 2.952 2.326 -1.081
H -3.731 -1.175 2.161
H 0.418 -2.066 -1.484
C 2.074 1.740 -1.226
H -1.815 2.750 2.130
C -0.487 1.019 1.681
H 0.281 -2.711 -3.756
C 0.528 0.321 2.321
H -0.336 1.111 -1.812
H -1.250 -1.507 1.780
C -1.936 -1.411 1.041
H -3.314 -0.296 -4.216
H 2.231 0.909 -0.588
C -0.907 2.184 2.383
H -1.382 -1.749 -5.328
C -0.456 -1.729 -2.015
C -1.539 -1.556 -4.238
H -2.952 0.401 1.759
C -2.479 -0.514 -2.340
C -1.730 2.571 -1.141
C -0.829 0.785 0.274
H -1.514 3.613 -0.675
H -1.810 2.660 -2.194
C -2.571 -0.771 -3.664
H 1.029 2.686 0.403
H -2.294 -2.437 0.683
C -0.491 -2.022 -3.346
H 0.812 3.522 -1.121
H -0.836 3.357 4.102
H 0.776 1.925 5.248
H -2.640 2.177 -0.786
C 1.086 0.586 3.566
C -1.428 -0.987 -1.443
C -3.205 -0.634 1.426
C -1.222 -0.601 0.000
*
```

SMILES string	CC/C(=C(\c1ccccc1)[C@@H](C)CC)c1ccccc1
frontier orbital gap	0.329	Ha
HOMO level	-0.298	hartree
energy relative to the best compared isomer or geometry (same formula, charge and spin)	0.000	eV
strongest force on any atom	0.12863	Eh/bohr
total energy	-21126.6881	eV

***

[5]
A single C20H24F2N2O6 molecule at a distorted geometry, computed with the ωB97M-V functional and the def2-TZVPD basis.

```
! wB97M-V def2-TZVPD RIJCOSX def2/J DEFGRID3
* xyz 0 1
H 0.202 2.761 5.899
C -1.510 1.993 4.839
H -3.808 3.479 5.192
C 1.024 -2.334 -0.124
C 1.413 -1.716 -1.393
O -0.195 -2.362 -7.154
C -1.597 3.504 6.839
C 1.108 -1.606 -3.870
C -3.015 3.030 7.140
H 0.802 0.059 1.523
C 2.966 -0.464 -8.344
H -0.916 -2.690 -8.983
C -3.719 2.614 5.852
H 0.098 -2.897 -2.471
H -0.321 -2.929 -4.778
C 1.541 -0.723 -6.489
N -0.761 0.948 4.173
H 0.844 -3.177 2.145
H -3.577 3.827 7.630
N 0.431 -0.066 2.458
O 1.715 -1.776 0.905
H -1.638 4.389 6.201
H 2.591 -0.135 -3.330
C 0.595 -1.730 -6.260
F 3.264 -1.790 -8.373
H 2.945 0.625 -5.624
H 2.967 -0.084 -9.378
C 0.660 -1.252 3.063
H -4.727 2.257 6.075
O 0.309 -1.542 4.189
H -3.429 1.238 4.211
C -0.805 2.409 6.131
C 0.842 -2.113 -2.539
H -0.717 1.537 6.784
H 2.166 -0.948 -1.330
C 1.434 -2.254 2.207
H -2.881 0.629 5.778
O 0.214 -3.213 0.026
C -0.124 -2.090 -8.538
C 2.236 -0.162 -5.423
F 4.007 0.104 -7.687
H 2.384 -2.471 2.704
H -0.610 0.069 4.659
H 0.836 -2.399 -8.959
O 1.775 -0.220 -7.793
H -0.300 -1.034 -8.753
C 2.033 -0.591 -4.130
H -2.976 2.179 7.823
H -1.544 2.840 4.146
H -1.092 3.782 7.766
C 0.406 -2.148 -4.941
C -2.932 1.516 5.142
O -0.348 2.047 2.222
C -0.266 1.080 2.942
*
```

SMILES string	COc1cc(/C=C/C(=O)OCC(=O)NC(=O)NC2CCCCC2)ccc1OC(F)F
frontier orbital gap	0.314	Ha
HOMO level	-0.328	hartree
energy relative to the best compared isomer or geometry (same formula, charge and spin)	0.158	eV
strongest force on any atom	0.03001	Eh/bohr
total energy	-41831.0182	eV

***

no.,molecular weight (g mol⁻¹)
1,861.57
2,325.41
3,357.41
4,264.41
5,426.42